{"formula": "C5H12O3", "method": "wB97M-V/def2-TZVPD", "species": ["C", "O", "O", "O", "H", "H", "H", "H", "C", "C", "C", "C", "H", "H", "H", "H", "H", "H", "H", "H"], "coordinates": [[-1.1906, 1.0042, -1.3502], [-1.7446, 0.5163, -0.2103], [-1.8384, 0.5282, -2.4870], [-1.0788, 2.3995, -1.3433], [-2.7550, 0.3439, -2.2412], [-1.9458, 2.7736, -1.1438], [-0.8646, 0.1811, 0.4509], [-0.1352, 0.6457, -1.4254], [0.4547, -1.5792, 1.8120], [1.3316, -0.9234, -0.6037], [0.6804, -0.4370, 0.8675], [1.0841, 0.7730, 1.2656], [0.0716, -1.2274, 2.7707], [-0.2883, -2.2538, 1.3892], [1.3643, -2.1551, 1.9850], [1.8058, -0.1216, -1.1611], [0.5630, -1.4499, -1.1639], [2.0921, -1.6308, -0.2862], [1.2356, 1.5790, 0.5639], [1.1579, 1.0333, 2.3114]], "lumo_ev": 0.39, "max_force_ha_per_bohr": 0.0844, "smiles": "C=C(C)C.OC(O)O", "total_energy_ev": -11520.1099, "spin_multiplicity": 1, "molar_mass_da": 120.15}

=====

{"formula": "C14H28Cl14", "method": "wB97M-V/def2-TZVPD", "species": ["Cl", "C", "C", "Cl", "H", "H", "H", "H", "Cl", "C", "C", "Cl", "H", "H", "H", "H", "Cl", "C", "C", "Cl", "H", "H", "H", "H", "Cl", "C", "C", "Cl", "H", "H", "H", "H", "Cl", "C", "C", "Cl", "H", "H", "H", "H", "Cl", "C", "C", "Cl", "H", "H", "H", "H", "Cl", "C", "C", "Cl", "H", "H", "H", "H"], "coordinates": [[2.2037, 0.2008, -2.5826], [3.1981, 0.1610, -4.0666], [3.6909, 1.5257, -4.4162], [2.3851, 2.5480, -5.0868], [2.5107, -0.1910, -4.8281], [4.0167, -0.5536, -4.0297], [4.4624, 1.4748, -5.1829], [4.1009, 2.0800, -3.5802], [-2.9259, 1.9907, -3.9273], [-1.9466, 1.2038, -5.1743], [-1.5427, -0.1740, -4.6986], [-0.7042, -1.0518, -6.0082], [-1.0518, 1.7890, -5.3886], [-2.4814, 1.1603, -6.1215], [-2.4251, -0.7229, -4.3954], [-0.8130, -0.0837, -3.9048], [0.2051, -5.3487, 3.5049], [-0.6221, -6.4173, 2.3265], [-0.5463, -5.8445, 0.9584], [-1.4101, -4.2981, 0.8551], [-1.6555, -6.5366, 2.6438], [-0.1935, -7.4162, 2.3720], [-1.0819, -6.4747, 0.2487], [0.4670, -5.7320, 0.5985], [4.6543, 0.7830, 5.1633], [3.0693, 0.0289, 4.8769], [3.0892, -0.9254, 3.7157], [2.9289, -0.0615, 2.1509], [2.3468, 0.8237, 4.7438], [2.8277, -0.5493, 5.7665], [2.2341, -1.5838, 3.8196], [4.0498, -1.4222, 3.6762], [-0.5620, 6.7775, -2.5494], [-1.3467, 5.1871, -2.7458], [-2.0314, 4.7106, -1.4796], [-3.3333, 5.8007, -0.9711], [-0.6144, 4.4580, -3.0845], [-2.0783, 5.2967, -3.5453], [-1.3007, 4.6928, -0.6802], [-2.4137, 3.7262, -1.7354], [-0.7548, 2.0207, 0.0429], [-0.5422, 0.3493, 0.5903], [-0.8629, -0.7373, -0.4521], [-2.4997, -0.5858, -1.1142], [-1.2313, 0.2408, 1.4183], [0.4767, 0.1786, 0.9164], [-0.7306, -1.6637, 0.0990], [-0.1283, -0.6173, -1.2477], [-0.7750, 1.1441, 3.8375], [-1.8139, 0.6980, 5.2341], [-1.7115, -0.7638, 5.5146], [-0.1091, -1.2035, 6.1182], [-2.8133, 0.9733, 4.9192], [-1.4562, 1.3010, 6.0578], [-1.9174, -1.3245, 4.6053], [-2.4907, -1.0421, 6.2227]], "lumo_ev": 0.43, "max_force_ha_per_bohr": 0.0336, "smiles": "ClCCCl.ClCCCl.ClCCCl.ClCCCl.ClCCCl.ClCCCl.ClCCCl", "total_energy_ev": -190287.7433, "spin_multiplicity": 1, "molar_mass_da": 692.72}

=====

{"formula": "C5H10O", "method": "wB97M-V/def2-TZVPD", "species": ["O", "C", "C", "C", "C", "C", "H", "H", "H", "H", "H", "H", "H", "H", "H", "H"], "coordinates": [[1.2577, 2.0239, -0.2802], [-0.4459, 0.5635, -0.9140], [-1.1416, 0.3793, 0.4077], [-0.2743, -0.6724, 1.1208], [0.3929, -1.4461, -0.0320], [0.4263, -0.4269, -1.1493], [1.0839, 2.0608, 0.6675], [-0.7224, 1.3593, -1.5965], [-1.3280, 1.2846, 0.9990], [-2.1199, -0.0410, 0.1469], [-0.8564, -1.3145, 1.7870], [0.4935, -0.1806, 1.7348], [1.3542, -1.8846, 0.2560], [-0.2507, -2.2698, -0.3674], [1.3861, 1.0666, -0.4950], [0.9138, -0.5858, -2.1048]], "lumo_ev": 0.98, "max_force_ha_per_bohr": 0.0267, "smiles": "C1=CCCC1.O", "total_energy_ev": -7393.4135, "spin_multiplicity": 1, "molar_mass_da": 86.13}

=====

{"formula": "C4H9O", "method": "wB97M-V/def2-TZVPD", "species": ["C", "O", "H", "H", "H", "C", "C", "C", "H", "H", "H", "H", "H", "H"], "coordinates": [[-0.5805, -0.0914, 2.5880], [-0.0340, 0.9533, 3.2391], [0.2006, -0.6571, 2.0358], [-1.0649, -0.8825, 3.2349], [-1.4300, 0.2049, 1.9159], [-0.5813, 0.3342, -2.0468], [0.2369, -0.2978, -0.9481], [1.5586, -0.3364, -1.0115], [-1.5654, -0.0721, -2.2773], [-0.6814, 1.3753, -1.7204], [-0.0057, 0.3396, -2.9832], [-0.2379, -0.3465, 0.0277], [2.1287, -0.3888, -0.0981], [2.0563, -0.1346, -1.9560]], "lumo_ev": 3.74, "max_force_ha_per_bohr": 0.0198, "total_energy_ev": -6339.4262, "spin_multiplicity": 1, "molar_mass_da": 73.11, "charge": -1}

=====

{"formula": "C21H11Cl5N3OSr", "method": "wB97M-V/def2-TZVPD", "species": ["Sr", "C", "C", "C", "C", "N", "C", "C", "C", "C", "C", "C", "N", "C", "C", "C", "C", "C", "N", "H", "H", "H", "H", "H", "H", "H", "H", "H", "H", "H", "Cl", "C", "C", "Cl", "C", "Cl", "C", "O", "C", "Cl", "C", "Cl"], "coordinates": [[-0.9983, -1.1904, -0.4304], [2.7952, -2.7979, 1.4068], [3.2438, -1.7217, 2.1530], [2.3693, -0.6851, 2.4359], [1.0678, -0.7343, 1.9525], [0.6350, -1.7895, 1.2454], [1.4745, -2.7922, 0.9955], [0.1245, 0.4079, 2.1002], [0.4153, 1.5342, 2.8637], [-0.4601, 2.6049, 2.8324], [-1.6044, 2.5344, 2.0558], [-1.8645, 1.3571, 1.3652], [-1.0149, 0.3297, 1.4099], [-3.0740, 1.1730, 0.5155], [-4.1385, 2.0666, 0.5227], [-5.2048, 1.8631, -0.3392], [-5.1971, 0.7584, -1.1746], [-4.1215, -0.1076, -1.0937], [-3.0857, 0.0918, -0.2807], [3.4458, -3.6233, 1.1559], [4.2698, -1.6749, 2.4914], [2.7236, 0.1659, 2.9973], [1.0677, -3.6363, 0.4461], [1.3117, 1.5898, 3.4623], [-0.2447, 3.5002, 3.3993], [-2.2669, 3.3838, 1.9879], [-4.1473, 2.9132, 1.1928], [-6.0316, 2.5598, -0.3540], [-6.0053, 0.5667, -1.8655], [-4.0904, -1.0034, -1.7060], [4.5593, -1.5716, -4.8063], [3.3552, -1.0657, -3.6923], [2.0243, -1.4134, -3.8945], [1.5718, -2.3563, -5.2547], [1.0566, -0.9958, -2.9880], [-0.5940, -1.4806, -3.1791], [1.3514, -0.1864, -1.8712], [0.4337, 0.2057, -1.0450], [2.7158, 0.1452, -1.7018], [3.1056, 1.2032, -0.4017], [3.6955, -0.2861, -2.5828], [5.3306, 0.1579, -2.3260]], "lumo_ev": -3.50, "max_force_ha_per_bohr": 0.0660, "total_energy_ev": -91918.9482, "spin_multiplicity": 1, "molar_mass_da": 586.22, "charge": 1}

=====

{"formula": "C21H22N4O3S2", "method": "wB97M-V/def2-TZVPD", "species": ["C", "C", "O", "C", "C", "C", "C", "C", "C", "H", "H", "N", "C", "O", "C", "C", "S", "N", "N", "H", "C", "C", "C", "C", "C", "S", "H", "H", "H", "H", "C", "O", "N", "H", "C", "C", "H", "H", "H", "C", "H", "H", "H", "C", "H", "H", "H", "H", "H", "H", "H", "H"], "coordinates": [[3.5393, 3.9010, -3.3618], [2.4598, 4.2902, -2.3822], [2.3383, 5.4278, -1.9865], [1.5420, 3.2120, -1.9299], [1.7932, 1.8565, -2.1368], [0.9039, 0.9058, -1.6791], [-0.2610, 1.2971, -1.0286], [-0.5217, 2.6451, -0.8143], [0.3788, 3.5894, -1.2580], [0.1979, 4.6422, -1.1010], [-1.4283, 2.9432, -0.3105], [-1.1578, 0.3187, -0.5401], [-1.7748, -0.5973, -1.3213], [-2.3810, -1.5485, -0.8550], [-1.7282, -0.3477, -2.7801], [-1.9053, -1.3236, -3.7383], [-1.8084, -0.5915, -5.2680], [-1.5675, 0.9031, -4.5749], [-1.5495, 0.8726, -3.3252], [-2.0716, -2.3699, -3.5917], [-1.1985, 0.0226, 0.8945], [-0.4853, 1.0332, 1.7189], [0.8566, 1.2372, 1.8271], [1.1812, 2.2979, 2.7001], [0.0852, 2.8827, 3.2448], [-1.3720, 2.1538, 2.7019], [0.0361, 3.6999, 3.9362], [2.1882, 2.6085, 2.9113], [1.5813, 0.6412, 1.3029], [-2.2528, -0.0414, 1.1882], [-0.5026, -1.3526, 1.0887], [0.5417, -1.5938, 0.5211], [-1.1299, -2.1556, 1.9554], [-2.0542, -1.8941, 2.2591], [-0.7267, -3.5325, 2.2611], [-0.7182, -4.3565, 0.9718], [-0.5000, -5.3981, 1.1906], [0.0386, -3.9704, 0.2953], [-1.6852, -4.2883, 0.4789], [0.6634, -3.5122, 2.8991], [0.6514, -2.9246, 3.8146], [0.9809, -4.5242, 3.1342], [1.3771, -3.0702, 2.2105], [-1.7548, -4.0910, 3.2430], [-1.4851, -5.1046, 3.5262], [-1.7940, -3.4822, 4.1441], [-2.7432, -4.1147, 2.7884], [1.1075, -0.1479, -1.8009], [2.6939, 1.5328, -2.6343], [4.0485, 4.7965, -3.7089], [3.1095, 3.3709, -4.2080], [4.2631, 3.2520, -2.8727]], "lumo_ev": 0.01, "max_force_ha_per_bohr": 0.0333, "smiles": "CC(=O)c1ccc(N(C(=O)c2csnn2)[C@@H](C(=O)NC(C)(C)C)c2cccs2)cc1", "total_energy_ev": -55907.6753, "spin_multiplicity": 1, "molar_mass_da": 442.57}

=====

{"formula": "C32H52Br8O12", "method": "wB97M-V/def2-TZVPD", "species": ["Br", "C", "C", "Br", "H", "H", "H", "H", "Br", "C", "C", "Br", "H", "H", "H", "H", "Br", "C", "C", "Br", "H", "H", "H", "H", "Br", "C", "C", "Br", "H", "H", "H", "H", "O", "C", "O", "C", "C", "C", "H", "H", "H", "H", "H", "H", "O", "C", "O", "C", "C", "C", "H", "H", "H", "H", "H", "H", "O", "C", "O", "C", "C", "C", "H", "H", "H", "H", "H", "H", "O", "C", "O", "C", "C", "C", "H", "H", "H", "H", "H", "H", "O", "C", "O", "C", "C", "C", "H", "H", "H", "H", "H", "H", "O", "C", "O", "C", "C", "C", "H", "H", "H", "H", "H", "H"], "coordinates": [[-9.5477, -15.6521, -10.4047], [-9.4882, -17.4186, -9.5600], [-8.6874, -18.5239, -10.3505], [-6.7446, -18.1040, -10.2329], [-10.5262, -17.7697, -9.4231], [-9.1360, -17.2799, -8.5312], [-8.9126, -18.4832, -11.4283], [-8.8230, -19.5460, -9.8868], [-13.8310, -11.8086, -9.5791], [-12.4151, -11.7336, -8.2064], [-11.0624, -12.2554, -8.6792], [-9.7645, -12.1427, -7.1773], [-12.7867, -12.3542, -7.4496], [-12.3418, -10.6421, -7.9226], [-10.6880, -11.6690, -9.5120], [-11.0250, -13.2941, -8.9350], [-12.1942, -15.8276, -7.8720], [-13.8760, -15.3266, -7.0567], [-14.6741, -16.6007, -6.9524], [-16.5612, -16.1838, -6.4178], [-14.3118, -14.6620, -7.8002], [-13.6276, -14.7635, -6.1757], [-14.2677, -17.2304, -6.1657], [-14.7667, -17.0916, -7.9102], [-11.7568, -18.3387, -3.8569], [-13.3693, -18.7013, -2.8210], [-14.4989, -18.7209, -3.8281], [-16.2285, -19.0525, -2.9608], [-13.4792, -17.9039, -2.1006], [-13.2251, -19.6724, -2.3480], [-14.2922, -19.4953, -4.5337], [-14.4927, -17.7369, -4.3206], [-16.6251, -11.4661, -3.3473], [-16.9987, -12.5521, -2.9657], [-17.1698, -12.8315, -1.6328], [-17.4483, -14.2474, -1.4237], [-17.8399, -14.8140, -2.8484], [-17.1854, -13.7751, -3.7858], [-18.1823, -14.3095, -0.5884], [-16.4625, -14.7187, -1.0278], [-18.9259, -14.9031, -3.1316], [-17.3717, -15.8262, -2.8731], [-17.7703, -13.5216, -4.7706], [-16.2239, -14.1018, -4.2072], [-18.2554, -16.0814, -10.1893], [-17.7871, -15.1058, -10.6215], [-17.3552, -15.0286, -11.8876], [-16.6620, -13.8224, -12.1003], [-17.1153, -12.8596, -10.9782], [-17.5805, -13.8152, -9.8795], [-16.9057, -13.4400, -13.1204], [-15.5793, -13.9958, -11.9569], [-17.9004, -12.2296, -11.3791], [-16.2460, -12.2987, -10.6038], [-18.4615, -13.6116, -9.3161], [-16.7992, -13.9906, -9.1225], [-11.1232, -20.6534, -10.8204], [-11.5980, -20.5871, -9.7498], [-11.3127, -19.6988, -8.7918], [-12.2629, -19.8293, -7.5989], [-12.6842, -21.3133, -7.6855], [-12.6594, -21.5300, -9.1857], [-13.0225, -19.1136, -7.8119], [-11.7614, -19.5429, -6.7089], [-13.6409, -21.5442, -7.2078], [-11.9015, -21.9446, -7.1878], [-13.6384, -21.2911, -9.5985], [-12.4007, -22.5486, -9.4963], [-14.0203, -15.5574, -2.9340], [-13.3940, -14.5535, -2.8517], [-13.6055, -13.6789, -1.8213], [-13.0681, -12.4095, -2.2234], [-12.5142, -12.4908, -3.6416], [-12.2606, -14.0045, -3.7643], [-12.3516, -12.1826, -1.3628], [-13.9086, -11.6638, -2.2253], [-11.5831, -11.9435, -3.6839], [-13.2356, -12.0663, -4.3714], [-11.2861, -14.3287, -3.2496], [-12.2421, -14.5179, -4.6872], [-15.3636, -19.6298, -7.9846], [-16.3070, -19.5507, -8.7116], [-16.1760, -19.6968, -10.0785], [-17.3957, -19.4180, -10.7860], [-18.4865, -19.2697, -9.7172], [-17.8055, -19.1592, -8.3521], [-17.5568, -20.2593, -11.4523], [-17.2020, -18.4200, -11.2656], [-19.1015, -20.1852, -9.7345], [-19.1332, -18.4427, -9.9028], [-18.2249, -19.8016, -7.5782], [-17.7267, -18.0802, -8.0963], [-15.1370, -15.5106, -10.1859], [-14.4958, -16.2291, -10.8936], [-14.5091, -17.5717, -10.7700], [-13.6074, -18.1853, -11.7787], [-12.9069, -16.9690, -12.5647], [-13.3528, -15.7948, -11.7123], [-14.2334, -18.7918, -12.4459], [-12.9076, -18.7764, -11.3156], [-13.2421, -17.1190, -13.6144], [-11.8118, -17.2260, -12.6063], [-13.4555, -14.8899, -12.2261], [-12.6628, -15.4570, -10.9565]], "lumo_ev": 0.25, "max_force_ha_per_bohr": 0.0773, "smiles": "O=C1CCCO1.O=C1CCCO1.O=C1CCCO1.O=C1CCCO1.O=C1CCCO1.O=C1CCCO1.BrCCBr.BrCCBr.BrCCBr.BrCCBr", "total_energy_ev": -618938.5439, "spin_multiplicity": 1, "molar_mass_da": 1267.99}